Version P
Formula: C4H12N2S
Source: the OMol25 dataset
Level of theory: ωB97M-V with the def2-TZVPD basis set

Calculated values
SMILES: NCNCCCS
Frontier orbital gap in Eh: 0.356

Positions of all 19 atoms, in Å:
C: -0.1700 0.6121 -0.3175
N: -1.2532 -0.3529 -0.4689
C: -2.4328 0.1190 -1.2626
N: -2.8202 1.4758 -0.9554
C: 1.1864 0.0589 -0.7723
C: 1.9017 -0.9797 0.1251
S: 1.9909 -0.6300 1.9141
H: -0.0798 0.9253 0.7096
H: -0.2927 1.5107 -0.9084
H: -1.5575 -0.6163 0.4599
H: -2.0387 0.0786 -2.2789
H: -3.2313 -0.5244 -0.9452
H: -3.6409 1.6051 -0.3836
H: -2.9064 2.1244 -1.7204
H: 1.8687 0.8995 -0.8237
H: 1.1327 -0.4692 -1.7271
H: 2.9275 -1.0374 -0.2525
H: 1.4973 -1.9768 0.0639
H: 1.3907 0.5602 1.9988

For reference, the natural (NBO) charges in units of e are: C -0.233; N -0.645; C -0.054; N -0.876; C -0.399; C -0.504; S -0.069; H 0.183; H 0.199; H 0.353; H 0.182; H 0.182; H 0.364; H 0.367; H 0.197; H 0.215; H 0.212; H 0.214; H 0.114

***

Version Q
Formula: C4H12N2S
Source: the OMol25 dataset
Level of theory: ωB97M-V with the def2-TZVPD basis set

Calculated values
SMILES: [H]/N=C/NC.CCS
Frontier orbital gap in Eh: 0.350

Positions of all 19 atoms, in Å:
C: 1.1106 2.2606 -0.5392
N: 0.9967 1.0525 0.2506
C: 0.7251 1.1798 1.5892
N: 0.9149 0.1942 2.3813
H: 0.5945 2.1028 -1.4874
H: 2.1455 2.5501 -0.7410
H: 0.6333 3.0885 -0.0214
H: 1.4862 0.1660 0.1871
H: 0.6217 2.2045 1.9580
H: 1.2898 -1.8020 -1.6941
H: 0.5537 0.4751 3.2879
C: -1.8321 -1.1966 -0.1861
C: -1.1171 -2.1389 -1.1602
S: 0.6264 -2.4176 -0.6941
H: -1.9274 -0.1801 -0.5698
H: -1.2754 -1.1022 0.7464
H: -2.8387 -1.5596 0.0252
H: -1.1426 -1.7479 -2.1731
H: -1.5652 -3.1293 -1.1593

For reference, the natural (NBO) charges in units of e are: C -0.404; N -0.637; C 0.278; N -0.729; H 0.196; H 0.188; H 0.204; H 0.419; H 0.143; H 0.118; H 0.336; C -0.631; C -0.512; S -0.057; H 0.209; H 0.233; H 0.208; H 0.220; H 0.216

***

Verdict on stability: version P comes out on top.

***

Version P
Formula: C21H27N3O5S
Source: the OMol25 dataset
Level of theory: ωB97M-V with the def2-TZVPD basis set

Calculated values
SMILES: Cc1ccc(S(=O)(=O)NCC(=O)N(CC(=O)NCc2ccco2)C2CCCC2)cc1
Frontier orbital gap in Eh: 0.352

Positions of all 57 atoms, in Å:
C: -5.9421 -1.7483 -1.4802
C: -4.7939 -1.2432 -0.6636
C: -3.7812 -2.1161 -0.2737
C: -2.7034 -1.6639 0.4638
C: -2.6462 -0.3300 0.8132
C: -3.6389 0.5565 0.4473
C: -4.7148 0.0946 -0.2908
H: -5.4974 0.7795 -0.5828
H: -3.5664 1.5890 0.7539
S: -1.2360 0.2904 1.7011
O: -1.6394 1.2143 2.7234
O: -0.3807 -0.7947 2.0843
N: -0.3853 1.2472 0.6092
H: -0.7757 2.1790 0.6332
C: -0.2344 0.7442 -0.7413
H: 0.4775 1.3771 -1.2795
C: 0.2508 -0.7058 -0.8145
O: -0.4326 -1.5144 -1.4238
N: 1.4491 -1.0117 -0.2907
C: 2.1795 -0.1382 0.6014
H: 3.0913 -0.6592 0.8964
H: 1.5828 0.0575 1.4958
C: 2.6020 1.1667 -0.0728
O: 3.1182 1.2060 -1.1688
N: 2.4004 2.2604 0.6987
H: 1.8348 2.1575 1.5280
C: 2.5021 3.6073 0.1622
C: 1.1362 4.1711 -0.0563
C: 0.2651 4.7802 0.8010
C: -0.9336 4.9799 0.0728
C: -0.7038 4.4707 -1.1676
O: 0.5417 3.9771 -1.2530
H: -1.3168 4.4098 -2.0448
H: -1.8327 5.4400 0.4274
H: 0.4528 5.0595 1.8172
H: 3.0352 3.5291 -0.7886
H: 3.0643 4.2351 0.8581
C: 1.9597 -2.3603 -0.4927
H: 1.3026 -2.7989 -1.2464
C: 1.9394 -3.2045 0.7961
C: 3.2667 -3.9622 0.7966
C: 4.2447 -2.9925 0.1373
H: 5.1350 -3.4939 -0.2399
H: 4.5682 -2.2403 0.8597
C: 3.4206 -2.3606 -0.9870
H: 3.7507 -1.3557 -1.2467
H: 3.4956 -2.9747 -1.8841
H: 3.5768 -4.2545 1.7988
H: 3.1798 -4.8632 0.1875
H: 1.8633 -2.5509 1.6648
H: 1.0830 -3.8754 0.8179
H: -1.1882 0.7617 -1.2886
H: -1.9046 -2.3191 0.7686
H: -3.8358 -3.1551 -0.5603
H: -6.3868 -2.6239 -1.0111
H: -5.5918 -2.0444 -2.4682
H: -6.7070 -0.9855 -1.5980

For reference, the natural (NBO) charges in units of e are: C -0.632; C 0.019; C -0.211; C -0.156; C -0.298; C -0.207; C -0.214; H 0.214; H 0.230; S 2.300; O -0.945; O -0.945; N -0.873; H 0.416; C -0.344; H 0.247; C 0.686; O -0.637; N -0.420; C -0.334; H 0.242; H 0.237; C 0.679; O -0.627; N -0.606; H 0.408; C -0.281; C 0.264; C -0.314; C -0.320; C 0.077; O -0.400; H 0.210; H 0.235; H 0.234; H 0.259; H 0.218; C -0.041; H 0.249; C -0.422; C -0.402; C -0.401; H 0.213; H 0.188; C -0.436; H 0.238; H 0.213; H 0.211; H 0.196; H 0.211; H 0.218; H 0.220; H 0.247; H 0.218; H 0.224; H 0.228; H 0.216

***

Version Q
Formula: C21H27N3O5S
Source: the OMol25 dataset
Level of theory: ωB97M-V with the def2-TZVPD basis set

Calculated values
SMILES: COC(=O)C1=C(C)NC(=S)N[C@H]1c1ccc(OCC(=O)N2CCCCC2)c(OC)c1
Frontier orbital gap in Eh: 0.306

Positions of all 57 atoms, in Å:
C: -5.2795 -3.2379 0.7055
H: -4.4191 -3.8859 0.8851
H: -5.7076 -3.4881 -0.2675
H: -6.0195 -3.3594 1.4924
O: -4.8875 -1.8743 0.7390
C: -3.9894 -1.5095 -0.1986
O: -3.5600 -2.2982 -1.0142
C: -3.6031 -0.1035 -0.1535
C: -4.1108 0.8441 0.6712
N: -3.6991 2.1457 0.5173
C: -3.0010 2.6030 -0.5686
N: -2.5778 1.6812 -1.4433
H: -2.0074 2.0198 -2.2035
C: -2.5013 0.2673 -1.1323
C: -1.1598 -0.1259 -0.5390
C: -0.4746 0.7033 0.3281
C: 0.7276 0.2948 0.8903
C: 1.2464 -0.9540 0.6031
C: 0.5537 -1.8064 -0.2849
C: -0.6328 -1.3773 -0.8487
H: -1.1869 -2.0145 -1.5174
O: 1.1383 -3.0138 -0.5212
C: 0.4616 -3.9228 -1.3560
H: -0.5402 -4.1491 -0.9786
H: 0.3827 -3.5445 -2.3805
H: 1.0649 -4.8292 -1.3519
O: 2.4040 -1.4694 1.1128
C: 3.1751 -0.6732 1.9824
C: 3.7638 0.6077 1.3720
O: 3.6682 1.6597 1.9817
N: 4.3670 0.5116 0.1757
C: 4.6776 -0.7009 -0.5483
H: 4.1806 -1.5577 -0.0996
C: 6.1934 -0.9113 -0.5831
C: 6.8770 0.3009 -1.2102
C: 6.4823 1.5640 -0.4491
C: 4.9613 1.6968 -0.4134
H: 4.6585 2.5544 0.1890
H: 4.5703 1.8131 -1.4304
H: 6.9127 2.4470 -0.9229
H: 6.8575 1.5094 0.5747
H: 7.9607 0.1732 -1.1919
H: 6.5669 0.3930 -2.2539
H: 6.4187 -1.8146 -1.1517
H: 6.5598 -1.0495 0.4364
H: 4.3023 -0.5887 -1.5730
H: 3.9930 -1.3212 2.3142
H: 2.5948 -0.3694 2.8627
H: 1.2473 0.9687 1.5510
H: -0.8541 1.6831 0.5741
H: -2.6558 -0.2976 -2.0592
S: -2.7901 4.2222 -0.7839
H: -4.0638 2.8620 1.1301
C: -5.1174 0.6204 1.7491
H: -6.0405 0.2270 1.3292
H: -5.3334 1.5496 2.2717
H: -4.7498 -0.1135 2.4619

For reference, the natural (NBO) charges in units of e are: C -0.257; H 0.193; H 0.195; H 0.194; O -0.518; C 0.783; O -0.626; C -0.243; C 0.304; N -0.604; C 0.278; N -0.570; H 0.425; C -0.073; C -0.059; C -0.171; C -0.304; C 0.239; C 0.335; C -0.310; H 0.240; O -0.498; C -0.252; H 0.182; H 0.175; H 0.199; O -0.490; C -0.160; C 0.654; O -0.638; N -0.431; C -0.223; H 0.238; C -0.406; C -0.399; C -0.406; C -0.226; H 0.249; H 0.187; H 0.213; H 0.204; H 0.210; H 0.194; H 0.212; H 0.197; H 0.191; H 0.212; H 0.209; H 0.241; H 0.211; H 0.235; S -0.226; H 0.430; C -0.649; H 0.250; H 0.210; H 0.249

***

Verdict on stability: version Q comes out on top.

***

Version P
Formula: C3H8O2
Source: the OMol25 dataset
Level of theory: ωB97M-V with the def2-TZVPD basis set

Calculated values
SMILES: CC=O.CO
Frontier orbital gap in Eh: 0.394

Positions of all 13 atoms, in Å:
C: 1.6740 -1.2933 -0.5483
O: 1.3962 -1.4888 0.8228
H: 2.7406 -1.0811 -0.6433
H: 1.4223 -2.1979 -1.1054
H: 1.1359 -0.4900 -1.0569
H: 0.9088 -0.7408 1.1788
O: -0.1347 1.1633 1.5450
C: -1.2107 1.2631 0.9979
C: -1.4623 0.7777 -0.3922
H: -1.9435 1.9638 1.4267
H: -2.3972 1.1698 -0.7939
H: -1.4340 -0.3091 -0.4319
H: -0.6954 1.2632 -0.9993

For reference, the natural (NBO) charges in units of e are: C -0.247; O -0.740; H 0.167; H 0.168; H 0.158; H 0.488; O -0.539; C 0.447; C -0.734; H 0.113; H 0.223; H 0.249; H 0.247

***

Version Q
Formula: C3H8O2
Source: the OMol25 dataset
Level of theory: ωB97M-V with the def2-TZVPD basis set

Calculated values
SMILES: C=COC.O
Frontier orbital gap in Eh: 0.364

Positions of all 13 atoms, in Å:
C: 1.7851 0.5824 0.6991
O: 0.5373 0.0818 1.1268
C: -0.0776 -0.8330 0.3194
C: -1.4051 -0.8568 0.2304
O: -1.4426 0.5815 -1.8075
H: 2.1732 1.1820 1.5261
H: 2.4999 -0.2232 0.4822
H: 1.6859 1.2238 -0.1891
H: -0.6714 0.2105 -1.3416
H: 0.5479 -1.5911 -0.1579
H: -1.9331 -1.5744 -0.3854
H: -1.9969 -0.1001 0.7374
H: -1.7027 1.3167 -1.2401

For reference, the natural (NBO) charges in units of e are: C -0.249; O -0.525; C 0.050; C -0.426; O -0.940; H 0.199; H 0.172; H 0.172; H 0.475; H 0.179; H 0.223; H 0.207; H 0.462

***

Verdict on stability: version P comes out on top.

***

Version P
Formula: C3H8O2
Source: the OMol25 dataset
Level of theory: ωB97M-V with the def2-TZVPD basis set

Calculated values
SMILES: C=CCO.O
Frontier orbital gap in Eh: 0.404

Positions of all 13 atoms, in Å:
C: 1.2860 0.7906 -0.5432
O: 1.9305 0.0962 0.5476
C: 0.0193 0.1614 -0.9539
C: -1.2099 0.6039 -0.7758
H: 2.0566 0.7859 -1.3115
H: 1.1170 1.8129 -0.1790
H: 1.2663 -0.2346 1.1429
H: 0.1538 -0.8487 -1.3464
H: -2.0971 0.0096 -0.9731
H: -1.5071 1.5759 -0.3892
H: -0.8408 -2.1625 1.1055
H: -1.3613 -0.8966 1.7468
O: -0.8134 -1.6939 1.9292

For reference, the natural (NBO) charges in units of e are: C -0.110; O -0.719; C -0.206; C -0.394; H 0.194; H 0.166; H 0.476; H 0.197; H 0.197; H 0.196; H 0.469; H 0.472; O -0.938

***

Version Q
Formula: C3H8O2
Source: the OMol25 dataset
Level of theory: ωB97M-V with the def2-TZVPD basis set

Calculated values
SMILES: CC=O.CO
Frontier orbital gap in Eh: 0.391

Positions of all 13 atoms, in Å:
C: -2.9588 0.9850 0.5404
O: -2.0042 1.5330 -0.3600
H: -3.9593 1.3163 0.2789
H: -2.9200 -0.0867 0.3710
H: -2.7170 1.2081 1.5696
H: -1.9560 2.4946 -0.2787
O: 2.6749 -0.9795 0.8784
C: 2.2629 -0.7436 -0.2324
C: 0.9413 -1.2138 -0.7661
H: 2.8700 -0.1263 -0.9375
H: 0.2517 -1.3551 0.0707
H: 0.9863 -2.1018 -1.3989
H: 0.4965 -0.4216 -1.3791

For reference, the natural (NBO) charges in units of e are: C -0.244; O -0.732; H 0.163; H 0.181; H 0.166; H 0.466; O -0.518; C 0.443; C -0.732; H 0.098; H 0.234; H 0.241; H 0.233

***

Version R
Formula: C3H8O2
Source: the OMol25 dataset
Level of theory: ωB97M-V with the def2-TZVPD basis set

Calculated values
SMILES: C=O.COC
Frontier orbital gap in Eh: 0.401

Positions of all 13 atoms, in Å:
O: 3.7703 2.9893 3.1822
C: 3.7899 3.5157 2.0902
H: 3.0262 4.2731 1.7923
H: 4.5724 3.2662 1.3347
O: 1.5918 1.0820 0.0102
C: 2.3312 -0.0950 0.2684
C: 0.4408 1.1345 0.8293
H: 3.2143 -0.0882 -0.3924
H: 1.7396 -1.0013 0.0557
H: 2.6755 -0.1372 1.3154
H: -0.2316 0.2807 0.6407
H: 0.7043 1.1449 1.9003
H: -0.0987 2.0665 0.5907

For reference, the natural (NBO) charges in units of e are: O -0.501; C 0.276; H 0.112; H 0.112; O -0.542; C -0.255; C -0.255; H 0.192; H 0.165; H 0.169; H 0.165; H 0.169; H 0.192

***

Verdict on stability: version Q comes out on top.

***

Version P
Formula: C3H8O2
Source: the OMol25 dataset
Level of theory: ωB97M-V with the def2-TZVPD basis set

Calculated values
SMILES: C1COC1.O
Frontier orbital gap in Eh: 0.414

Positions of all 13 atoms, in Å:
O: -0.6768 2.2595 0.1469
C: -0.7172 -0.2819 0.4095
C: -0.1142 -0.8787 -0.8389
C: 1.2225 -0.7660 -0.1362
O: 0.6936 0.2758 0.7121
H: -0.9366 2.3270 1.0731
H: -1.6270 0.3094 0.2145
H: -0.8862 -0.8929 1.2874
H: -0.1648 -0.1139 -1.6248
H: -0.4940 -1.8275 -1.2013
H: 1.4632 -1.6438 0.4753
H: 2.0951 -0.4894 -0.7362
H: 0.1425 1.7223 0.2185

For reference, the natural (NBO) charges in units of e are: O -0.970; C -0.072; C -0.454; C -0.061; O -0.574; H 0.455; H 0.229; H 0.180; H 0.216; H 0.211; H 0.168; H 0.187; H 0.486

***

Version Q
Formula: C3H8O2
Source: the OMol25 dataset
Level of theory: ωB97M-V with the def2-TZVPD basis set

Calculated values
SMILES: C=C(C)O.O
Frontier orbital gap in Eh: 0.362

Positions of all 13 atoms, in Å:
C: -0.3497 -0.0333 -1.3800
C: -0.6867 0.2743 -0.1049
O: 0.0864 1.1324 0.6422
C: -2.0590 -0.0350 0.4174
H: -1.1115 -0.6730 -1.8097
H: 0.5464 0.1265 -1.9681
H: 0.6788 1.4777 -0.0487
H: -2.7960 -0.1220 -0.3902
H: -1.9588 -0.7343 1.2505
H: -2.5418 0.8794 0.8670
H: 3.0801 -1.7343 0.5940
H: 1.5702 -1.2519 0.2672
O: 2.4957 -1.0330 0.3244

For reference, the natural (NBO) charges in units of e are: C -0.570; C 0.324; O -0.675; C -0.689; H 0.203; H 0.219; H 0.485; H 0.241; H 0.233; H 0.230; H 0.479; H 0.486; O -0.966

***

Verdict on stability: version Q comes out on top.